No. 1
This record from the Open Molecules 2025 dataset describes a structure of composition C25H24ClF5N5OSe2Ti at a distorted geometry. The level of theory is ωB97M-V/def2-TZVPD.

ORCA input file:
```
! wB97M-V def2-TZVPD RIJCOSX def2/J DEFGRID3
* xyz 1 1
Ti 0.799 0.242 0.729
Se 0.230 2.474 1.991
Se 3.013 0.550 2.342
C 3.700 0.244 0.650
C 5.024 0.247 0.181
C 5.262 -0.073 -1.129
C 4.197 -0.400 -1.989
C 2.931 -0.368 -1.480
N 2.698 -0.046 -0.187
C -0.293 1.150 3.202
C -0.931 1.343 4.433
C -1.288 0.245 5.177
C -1.017 -1.040 4.691
C -0.381 -1.159 3.481
N -0.009 -0.084 2.760
H 5.823 0.495 0.866
H 6.277 -0.083 -1.506
H 4.365 -0.665 -3.022
H 2.057 -0.590 -2.080
H -1.138 2.349 4.770
H -1.784 0.370 6.130
H -1.291 -1.924 5.247
H -0.150 -2.129 3.063
F 1.850 4.583 -4.818
C 1.512 3.741 -3.852
C 2.175 3.770 -2.638
F 3.152 4.646 -2.438
C 1.828 2.888 -1.624
F 2.490 2.944 -0.467
C 0.811 1.969 -1.811
O 0.427 1.084 -0.872
C 0.151 1.949 -3.036
F -0.835 1.064 -3.243
C 0.491 2.822 -4.052
F -0.152 2.779 -5.212
Cl 3.069 -4.697 2.161
C 1.857 -3.913 1.229
C 1.017 -4.636 0.392
C 0.051 -3.962 -0.328
C -0.055 -2.586 -0.195
N 0.771 -1.903 0.606
C 1.718 -2.542 1.314
H 1.126 -5.710 0.318
H -0.626 -4.487 -0.986
H -0.821 -2.012 -0.704
H 2.351 -1.940 1.956
C -4.023 -0.654 -2.020
C -3.584 0.040 -0.737
C -3.838 1.544 -0.847
C -4.321 -0.546 0.461
N -2.133 -0.269 -0.614
N -1.522 0.303 0.554
H -5.064 -0.420 -2.241
H -3.924 -1.736 -1.931
H -3.421 -0.321 -2.870
H -4.906 1.742 -0.946
H -3.339 1.961 -1.725
H -3.507 2.096 0.037
H -5.393 -0.564 0.262
H -4.184 0.042 1.372
H -4.000 -1.572 0.653
H -1.652 0.176 -1.391
H -1.960 -0.129 1.360
H -1.680 1.308 0.606
*
```

The max |F| comes out at 1.81 eV Å⁻¹. The orbital gap (alpha / beta) comes out at 6.4 / 6.4 eV. The HOMO energy (alpha / beta) is -10.3 / -10.3 eV. The calculation puts the total energy at -215726.823 eV.

No. 2
This record from the Open Molecules 2025 dataset describes the molecule C5H8O at a distorted geometry. The level of theory is ωB97M-V/def2-TZVPD.

ORCA input file:
```
! wB97M-V def2-TZVPD RIJCOSX def2/J DEFGRID3
* xyz 0 1
C 0.319 -1.243 0.802
C 0.101 -0.028 -0.104
C -0.858 -0.322 -1.268
O 1.468 0.085 -0.765
C -0.235 1.205 0.603
C -0.422 2.243 1.189
H 0.606 -1.027 1.841
H -0.453 -2.012 0.781
H 1.170 -1.491 0.191
H -0.822 0.526 -1.954
H -1.904 -0.491 -0.970
H -0.500 -1.215 -1.791
H 2.113 0.603 -0.244
H -0.582 3.166 1.689
*
```

The max |F| comes out at 2.05 eV Å⁻¹. The SMILES is C#CC(C)(C)O. The orbital gap comes out at 11.1 eV. The HOMO energy is -10.2 eV. The calculation puts the total energy at -7359.537 eV.

No. 3
This record from the Open Molecules 2025 dataset describes a cluster of 8 separate species, C14H44O15 in total at a distorted geometry. The level of theory is ωB97M-V/def2-TZVPD.

ORCA input file:
```
! wB97M-V def2-TZVPD RIJCOSX def2/J DEFGRID3
* xyz 0 1
O -3.997 1.316 0.255
H -4.387 0.765 0.925
H -3.279 1.785 0.671
C 1.172 -3.430 4.366
C 1.546 -2.735 3.037
O 0.744 -1.584 2.776
O 2.145 -4.488 4.549
H 0.128 -3.718 4.319
H 1.184 -2.709 5.284
H 1.475 -3.514 2.249
H 2.562 -2.407 2.929
H 0.813 -1.522 1.854
H 2.318 -4.591 5.500
C 0.558 -0.904 -0.776
C -0.912 -0.827 -0.290
O -1.718 0.037 -1.168
O 1.353 -1.700 0.111
H 1.008 0.105 -0.864
H 0.622 -1.313 -1.774
H -0.737 -0.471 0.748
H -1.309 -1.817 -0.258
H -2.422 0.335 -0.622
H 2.287 -1.764 -0.157
C -2.815 -1.285 2.659
C -4.188 -1.048 3.265
O -4.903 -0.089 2.581
O -1.991 -2.142 3.395
H -2.282 -0.329 2.666
H -2.901 -1.602 1.563
H -4.121 -0.578 4.218
H -4.793 -1.910 3.227
H -5.333 0.462 3.235
H -1.052 -2.034 3.200
C 2.648 2.100 0.163
C 1.608 1.615 1.255
O 2.251 0.624 2.040
O 1.992 3.039 -0.594
H 2.985 1.327 -0.440
H 3.496 2.633 0.619
H 0.657 1.206 0.991
H 1.355 2.409 1.922
H 1.645 0.253 2.608
H 1.104 2.790 -0.711
C 5.184 -1.498 -0.229
C 4.765 -2.241 1.047
O 5.949 -2.710 1.675
O 3.999 -1.138 -0.861
H 5.703 -2.087 -1.020
H 5.619 -0.479 -0.078
H 4.103 -3.062 0.732
H 4.224 -1.618 1.692
H 5.731 -3.138 2.540
H 4.179 -0.750 -1.723
C -4.395 3.055 -4.266
C -3.920 2.212 -3.044
O -2.825 1.402 -3.453
O -5.387 3.978 -3.803
H -4.879 2.486 -4.980
H -3.524 3.584 -4.720
H -4.811 1.560 -2.800
H -3.587 2.831 -2.260
H -2.497 0.811 -2.768
H -5.010 4.525 -3.114
C 0.162 1.965 -4.685
C 0.757 1.922 -3.364
O 1.875 1.145 -3.484
O -0.859 2.959 -4.680
H -0.167 0.952 -4.888
H 1.028 2.245 -5.339
H 0.005 1.558 -2.592
H 1.021 2.915 -3.167
H 2.649 1.724 -3.664
H -1.606 2.593 -4.199
*
```

The max |F| comes out at 3.48 eV Å⁻¹. The SMILES is OCCO.OCCO.OCCO.OCCO.OCCO.OCCO.OCCO.O. The orbital gap comes out at 9.7 eV. The HOMO energy is -9.5 eV. The calculation puts the total energy at -45938.523 eV.

No. 4
This record from the Open Molecules 2025 dataset describes a structure of composition C12H7N2O5Sc at a distorted geometry. The level of theory is ωB97M-V/def2-TZVPD.

ORCA input file:
```
! wB97M-V def2-TZVPD RIJCOSX def2/J DEFGRID3
* xyz 2 1
O 1.432 1.891 -4.386
C 1.180 1.266 -3.429
Sc 1.002 0.213 -1.467
C -0.229 -1.598 -2.218
O -0.700 -2.616 -2.520
C 3.574 -0.030 -1.704
O 3.456 -0.347 -0.469
C 0.119 2.456 -1.206
O -0.120 3.585 -1.256
C 2.696 -0.694 -2.699
O 2.927 -1.336 -3.681
H 4.339 0.676 -2.161
N 0.458 -0.682 2.674
C 1.216 -0.565 1.562
N 0.426 -0.140 0.558
C -0.894 -0.010 1.017
C -2.074 0.289 0.323
C -3.262 0.207 1.067
C -3.246 -0.129 2.433
C -2.047 -0.401 3.112
C -0.873 -0.343 2.367
H 0.764 -0.988 3.599
H 2.290 -0.767 1.486
H -2.000 0.534 -0.740
H -4.203 0.394 0.582
H -4.191 -0.185 2.982
H -2.037 -0.681 4.175
*
```

The max |F| comes out at 7.26 eV Å⁻¹. The orbital gap (alpha / beta) comes out at 5.9 / 5.9 eV. The HOMO energy (alpha / beta) is -15.8 / -15.8 eV. The calculation puts the total energy at -46457.178 eV.

No. 5
This record from the Open Molecules 2025 dataset describes the molecule C4H6N2S at a distorted geometry. The level of theory is ωB97M-V/def2-TZVPD.

ORCA input file:
```
! wB97M-V def2-TZVPD RIJCOSX def2/J DEFGRID3
* xyz 0 1
C -0.496 -0.141 0.000
C 2.057 0.159 0.027
C 1.265 1.454 -0.024
C -0.067 1.248 -0.003
H -2.631 0.997 0.598
H -3.592 -0.294 0.195
H 2.733 0.212 0.927
H 2.721 0.198 -0.854
H 1.805 2.370 -0.113
H -0.855 2.044 -0.004
N -2.779 0.241 -0.083
N -1.705 -0.612 -0.035
S 0.915 -1.203 0.005
*
```

The max |F| comes out at 2.52 eV Å⁻¹. The SMILES is N/N=C1\C=CCS1. The orbital gap comes out at 8.6 eV. The HOMO energy is -7.9 eV. The calculation puts the total energy at -18059.059 eV.

No. 6
This record from the Open Molecules 2025 dataset describes the molecule C10H7N3 at a distorted geometry. The level of theory is ωB97M-V/def2-TZVPD.

ORCA input file:
```
! wB97M-V def2-TZVPD RIJCOSX def2/J DEFGRID3
* xyz 0 1
C -0.117 2.040 -2.786
C 0.693 1.139 -1.951
C 0.149 0.584 -0.722
C -0.421 -1.230 0.724
C 0.272 -2.305 1.297
C -0.275 -2.520 2.597
C -1.346 -1.832 3.225
C -1.783 -0.691 2.710
C -1.168 -0.284 1.473
C 2.015 1.715 -1.675
H 0.993 0.217 -2.456
H -0.015 1.205 0.184
H 1.183 -2.650 1.071
H 0.078 -3.349 3.309
H -1.912 -2.278 4.051
H -2.496 -0.127 3.349
H -1.459 0.630 1.138
N -1.027 2.369 -3.455
N 0.083 -0.632 -0.474
N 3.162 2.072 -1.785
*
```

The max |F| comes out at 7.16 eV Å⁻¹. The SMILES is N#CC(C#N)/C=N/c1ccccc1. The orbital gap comes out at 9.1 eV. The HOMO energy is -9.4 eV. The calculation puts the total energy at -14949.470 eV.

No. 7
This record from the Open Molecules 2025 dataset describes a structure of composition C56H80KO5PSSb2Si2. The level of theory is ωB97M-V/def2-TZVPD.

ORCA input file:
```
! wB97M-V def2-TZVPD RIJCOSX def2/J DEFGRID3
* xyz -2 1
K 1.221 0.767 -1.028
C 0.866 2.312 4.147
Si 1.241 1.103 2.674
C -0.089 -0.251 3.151
C 2.857 0.217 3.335
C 2.846 -0.183 4.680
C 3.910 -0.831 5.289
C 5.054 -1.085 4.543
C 5.094 -0.686 3.214
C 4.022 -0.045 2.571
Si 4.236 0.349 0.652
C 5.608 1.710 0.820
C 5.423 -1.109 0.102
H 0.786 1.842 5.137
H -0.085 2.821 3.947
H 1.641 3.084 4.198
H 0.184 -0.777 4.076
H -0.255 -0.990 2.361
H -1.054 0.243 3.328
H 1.960 0.010 5.279
H 3.848 -1.131 6.331
H 5.908 -1.585 4.991
H 5.999 -0.888 2.650
H 6.415 1.373 1.485
H 5.195 2.632 1.239
H 6.048 1.945 -0.154
H 6.402 -1.104 0.602
H 5.606 -1.005 -0.973
H 4.980 -2.101 0.253
C -0.626 3.621 -0.174
C -2.110 3.865 0.050
C -2.779 2.796 0.921
Sb -2.349 0.744 0.343
C -4.389 0.051 0.645
C -5.155 -0.511 -0.374
C -6.413 -1.042 -0.117
C -6.929 -1.023 1.172
C -6.180 -0.464 2.200
C -4.923 0.063 1.934
C -2.587 1.021 -1.777
C -3.518 1.911 -2.317
C -3.542 2.171 -3.678
C -2.626 1.547 -4.521
C -1.713 0.644 -4.004
C -1.705 0.373 -2.638
Sb 0.502 5.294 -0.946
C -0.152 6.620 0.628
C -0.224 6.144 1.938
C -0.562 6.988 2.989
C -0.834 8.328 2.747
C -0.753 8.820 1.452
C -0.407 7.972 0.406
C -1.091 5.760 -2.346
C -2.202 6.571 -2.119
C -3.186 6.726 -3.088
C -3.078 6.064 -4.304
C -1.980 5.248 -4.544
C -0.994 5.101 -3.576
H -0.457 2.874 -0.953
H -0.118 3.284 0.732
H -2.613 3.935 -0.915
H -2.256 4.837 0.537
H -3.863 2.932 0.953
H -2.401 2.875 1.945
H -4.769 -0.528 -1.388
H -6.991 -1.474 -0.926
H -7.909 -1.439 1.374
H -6.572 -0.444 3.210
H -4.348 0.483 2.755
H -4.220 2.422 -1.666
H -4.248 2.890 -4.076
H -2.607 1.787 -5.577
H -0.964 0.191 -4.639
H -0.985 -0.344 -2.255
H 0.004 5.105 2.152
H -0.606 6.594 3.997
H -1.101 8.987 3.565
H -0.955 9.867 1.256
H -0.343 8.376 -0.599
H -2.315 7.082 -1.166
H -4.045 7.358 -2.889
H -3.848 6.181 -5.059
H -1.891 4.712 -5.481
H -0.156 4.440 -3.775
O 0.198 -1.588 -0.502
P 0.362 -3.074 -0.431
C 0.038 -3.664 -2.146
C -0.358 -5.107 -2.474
C 0.826 -6.055 -2.624
C 1.843 -5.508 -3.626
C 2.279 -4.081 -3.291
C 1.085 -3.144 -3.143
C 2.054 -3.362 0.207
C 2.774 -4.716 0.289
C 2.506 -5.519 1.560
C 2.725 -4.680 2.818
C 1.904 -3.394 2.775
C 2.237 -2.590 1.527
C -0.982 -3.716 0.619
C -2.336 -3.266 0.043
C -3.440 -3.427 1.093
C -3.255 -4.710 1.924
C -2.433 -5.740 1.155
C -1.003 -5.219 0.970
H -0.858 -3.047 -2.296
H -0.886 -5.071 -3.436
H -1.079 -5.494 -1.752
H 0.470 -7.036 -2.952
H 1.300 -6.211 -1.652
H 1.383 -5.509 -4.622
H 2.713 -6.168 -3.681
H 2.939 -3.700 -4.074
H 2.870 -4.081 -2.372
H 0.594 -3.048 -4.119
H 1.408 -2.134 -2.879
H 2.577 -2.756 -0.548
H 3.844 -4.476 0.268
H 2.590 -5.331 -0.591
H 3.162 -6.395 1.569
H 1.484 -5.903 1.551
H 3.784 -4.409 2.890
H 2.485 -5.267 3.710
H 2.122 -2.772 3.646
H 0.834 -3.631 2.818
H 3.288 -2.306 1.585
H 1.690 -1.649 1.498
H -0.837 -3.132 1.536
H -2.574 -3.859 -0.845
H -2.273 -2.225 -0.279
H -4.412 -3.433 0.593
H -3.441 -2.554 1.749
H -4.225 -5.120 2.215
H -2.725 -4.478 2.854
H -2.900 -5.930 0.182
H -2.408 -6.697 1.681
H -0.479 -5.819 0.221
H -0.463 -5.367 1.907
O 2.375 3.827 0.931
H 3.076 3.472 0.368
H 2.001 3.018 1.365
C 3.492 2.119 -4.156
S 1.731 1.947 -4.041
O 1.333 2.867 -2.964
O 1.192 2.296 -5.345
O 1.512 0.544 -3.662
H 3.721 3.151 -4.414
H 3.852 1.441 -4.928
H 3.928 1.860 -3.192
*
```

The max |F| comes out at 0.49 eV Å⁻¹. The orbital gap comes out at 4.0 eV. The HOMO energy is -0.4 eV. The calculation puts the total energy at -134891.072 eV.

No. 8
This record from the Open Molecules 2025 dataset describes the molecule C3H5NO at a distorted geometry. The level of theory is ωB97M-V/def2-TZVPD.

ORCA input file:
```
! wB97M-V def2-TZVPD RIJCOSX def2/J DEFGRID3
* xyz 0 1
C -1.081 0.792 0.251
O -0.168 0.622 -0.819
C 0.551 -0.576 -0.776
C 1.583 -0.567 0.286
N 2.395 -0.553 1.109
H -2.098 0.517 -0.054
H -1.076 1.845 0.543
H -0.794 0.192 1.124
H 1.054 -0.687 -1.741
H -0.088 -1.458 -0.625
*
```

The max |F| comes out at 1.09 eV Å⁻¹. The SMILES is COCC#N. The orbital gap comes out at 11.7 eV. The HOMO energy is -10.9 eV. The calculation puts the total energy at -6728.406 eV.

Q: max |F| of number 5 (C4H6N2S)?
A: 2.52 eV Å⁻¹